Below is a cluster of 13 separate species, C59H154N10O18 in total in a non-equilibrium geometry, with properties calculated with wB97M-V/def2-TZVPD.

Calculated values
* 2S+1: 1
* total charge: 0

Cartesian coordinates (Å):
C  0.8579  -3.3333  5.7303
C  -0.4377  -3.5756  5.0265
C  -1.6520  -3.5012  5.9871
O  -0.5674  -2.6113  4.0318
H  1.1276  -4.1327  6.4205
H  0.7231  -2.4493  6.3536
H  1.6409  -3.1420  4.9966
H  -0.5022  -4.4728  4.4109
H  -1.7042  -4.2241  6.8012
H  -2.6049  -3.5963  5.4664
H  -1.8170  -2.5301  6.4539
H  -0.6277  -1.7896  4.5246
C  -0.1776  5.5229  -7.1627
C  -0.4572  6.4259  -5.9156
C  -0.3128  5.8320  -4.5872
O  0.3142  7.5881  -5.9551
H  0.8334  5.6732  -7.5412
H  -1.0019  5.6647  -7.8617
H  -0.1743  4.4817  -6.8403
H  -1.4821  6.7884  -5.9955
H  -0.5114  6.6117  -3.8518
H  0.6585  5.4178  -4.3168
H  -1.1472  5.1807  -4.3271
H  -0.2725  8.3066  -5.7077
C  1.8949  -0.2228  -0.9954
C  2.5848  0.8895  -1.8778
C  3.8480  1.5826  -1.2433
O  2.9179  0.2296  -3.0574
H  1.0229  -0.6959  -1.4468
H  1.5675  0.1573  -0.0277
H  2.7481  -0.8279  -0.6887
H  1.9637  1.7726  -2.0277
H  4.2813  2.3063  -1.9337
H  4.6035  0.8189  -1.0587
H  3.4625  2.2298  -0.4555
H  2.2052  0.4078  -3.6754
C  3.3199  2.4464  2.9999
C  2.2615  1.7168  3.9765
C  2.7067  1.7614  5.4806
O  4.0176  1.2213  5.5051
C  4.4586  1.0474  6.8737
N  1.0845  2.5509  3.8131
H  2.8988  2.2100  2.0227
H  4.3097  2.0432  3.2142
H  3.3811  3.5283  3.1175
H  2.0533  0.6974  3.6516
H  2.0642  1.1824  6.1439
H  2.8146  2.8130  5.7466
H  3.7304  0.5670  7.5271
H  4.5759  1.9615  7.4558
H  5.4103  0.5270  6.9816
H  0.6580  2.3177  2.9278
H  1.3900  3.5130  3.7804
C  -2.9262  0.3907  4.8902
C  -1.6730  1.3066  5.2855
C  -1.7398  1.7352  6.7047
O  -0.8845  2.7866  7.1226
C  -0.1909  2.5683  8.3033
N  -0.5656  0.3530  5.1401
H  -3.7612  1.0910  4.8715
H  -2.9115  -0.5321  5.4702
H  -2.8184  0.1181  3.8403
H  -1.6698  2.2126  4.6795
H  -1.7322  0.9285  7.4378
H  -2.7283  2.1243  6.9488
H  0.4540  1.6904  8.2635
H  -0.8770  2.4666  9.1441
H  0.4083  3.4717  8.4169
H  -0.4313  0.3591  4.1391
H  0.1998  0.9227  5.4713
C  -3.3843  4.9995  3.1454
C  -3.5918  4.1119  1.9249
C  -5.0623  3.6080  2.0862
O  -5.2132  2.6093  1.1078
C  -6.5761  2.1649  0.9392
N  -3.4114  5.0361  0.8124
H  -4.1759  5.7486  3.1314
H  -2.4092  5.4863  3.1254
H  -3.4514  4.2417  3.9260
H  -2.8136  3.3769  2.1305
H  -5.6635  4.4759  1.8152
H  -5.3773  3.1957  3.0448
H  -6.8308  2.1219  -0.1197
H  -7.2974  2.7827  1.4741
H  -6.6922  1.1787  1.3887
H  -2.4526  4.8508  0.5545
H  -3.9236  4.7472  -0.0088
C  -3.3585  -4.7609  2.2890
C  -4.5400  -5.5645  1.7501
C  -4.6716  -7.0326  2.0668
O  -4.5877  -7.1955  3.5174
C  -4.8675  -8.5908  3.8865
N  -5.6709  -4.7947  2.3016
H  -2.4323  -5.3074  2.1113
H  -3.3001  -4.8915  3.3696
H  -3.3145  -3.6845  2.1231
H  -4.4605  -5.3847  0.6780
H  -3.9226  -7.5958  1.5101
H  -5.6914  -7.3129  1.8029
H  -4.1048  -9.2720  3.5092
H  -5.8913  -8.8509  3.6175
H  -4.6853  -8.8443  4.9308
H  -5.9739  -5.1637  3.1916
H  -5.3949  -3.9070  2.6965
C  3.0268  -1.9529  2.8923
C  4.3328  -2.6505  2.5272
C  5.6031  -1.7104  2.4744
O  5.4915  -0.8095  1.3497
C  6.2170  0.4238  1.4023
N  4.6060  -3.6442  3.5566
H  3.0030  -1.0664  2.2585
H  3.1669  -1.4929  3.8705
H  2.1854  -2.6265  2.7303
H  4.1528  -3.1140  1.5572
H  6.5456  -2.2108  2.2520
H  5.7637  -1.3768  3.4996
H  5.8369  1.1355  0.6694
H  7.2720  0.1606  1.3263
H  6.0068  0.8909  2.3644
H  4.4792  -3.2314  4.4697
H  5.5668  -3.9539  3.5907
C  1.2283  -8.4311  -0.7145
O  0.3304  -7.4277  -0.9420
C  -0.0516  -6.9368  -2.1793
C  -1.2328  -5.9692  -2.1077
N  -2.4114  -6.5964  -1.4773
C  -3.0139  -7.6260  -2.3531
C  -3.9968  -8.5601  -1.5699
O  -3.5249  -9.1145  -0.4176
C  -4.3732  -10.0491  0.1963
H  2.1599  -8.2020  -1.2320
H  0.9035  -9.3956  -1.1048
H  1.3439  -8.4297  0.3693
H  -0.2975  -7.7021  -2.9155
H  0.8310  -6.4505  -2.5945
H  -1.6236  -5.4721  -2.9956
H  -0.8856  -5.1282  -1.5075
H  -2.1255  -7.0139  -0.6032
H  -2.2623  -8.3230  -2.7241
H  -3.6129  -7.1363  -3.1209
H  -4.3355  -9.3049  -2.2901
H  -4.9062  -8.1118  -1.1697
H  -4.6894  -10.8477  -0.4748
H  -5.2628  -9.6029  0.6409
H  -3.7715  -10.4542  1.0098
C  -0.2204  -5.9347  -6.7666
O  -0.8264  -5.0386  -5.8886
C  -0.6309  -3.6886  -6.0815
C  -1.8554  -2.9658  -5.5616
N  -3.0286  -3.1331  -6.4087
C  -4.3020  -2.6494  -5.9476
C  -4.3955  -1.2032  -5.4427
O  -3.9954  -1.2083  -4.1037
C  -3.7980  0.0546  -3.4733
H  -0.7413  -5.8538  -7.7207
H  -0.2500  -6.9702  -6.4277
H  0.7909  -5.7248  -7.1151
H  -0.5262  -3.5249  -7.1540
H  0.3124  -3.4305  -5.6003
H  -1.7175  -1.9051  -5.3517
H  -2.0993  -3.4004  -4.5922
H  -2.9736  -4.1258  -6.5864
H  -4.7520  -3.2165  -5.1327
H  -4.9075  -2.7099  -6.8519
H  -5.4016  -0.7918  -5.5246
H  -3.6421  -0.5957  -5.9441
H  -4.5582  0.8005  -3.7052
H  -2.8324  0.5329  -3.6373
H  -3.8563  -0.1714  -2.4085
C  -0.0225  4.7112  -0.9320
O  -0.6018  3.6849  -0.2093
C  -0.7011  2.3174  -0.7801
C  -1.4907  1.4144  0.1894
N  -1.6146  0.0902  -0.3633
C  -2.0666  -1.0678  0.4039
C  -1.5798  -2.3473  -0.3437
O  -0.1674  -2.3568  -0.4595
C  0.4569  -3.2911  0.3880
H  -0.6942  5.0458  -1.7226
H  0.8988  4.3455  -1.3853
H  0.2454  5.5871  -0.3412
H  0.2865  1.8677  -0.8825
H  -1.1137  2.2494  -1.7867
H  -2.5220  1.7461  0.3094
H  -1.1687  1.3585  1.2293
H  -0.7301  -0.2996  -0.6563
H  -3.1540  -1.0902  0.3328
H  -1.7938  -1.0548  1.4591
H  -1.8559  -2.3427  -1.3982
H  -2.0678  -3.2209  0.0886
H  1.5132  -3.0890  0.5657
H  0.3011  -4.3396  0.1340
H  -0.1079  -3.2713  1.3200
C  4.0868  5.1760  -1.5254
O  3.3090  5.6185  -0.4421
C  3.9563  6.6016  0.2545
C  2.9631  7.0923  1.3435
N  3.3928  8.3517  1.9034
C  2.4232  8.8349  2.8319
C  1.1788  9.4241  2.2458
O  0.2668  8.5462  1.6743
C  -0.4873  7.7256  2.5626
H  3.7565  4.1845  -1.8352
H  5.0637  4.8992  -1.1291
H  4.1055  5.9776  -2.2638
H  4.3423  7.4193  -0.3541
H  4.7464  6.1970  0.8871
H  2.8230  6.2336  2.0002
H  1.9351  7.0685  0.9819
H  3.4617  8.9357  1.0823
H  2.9063  9.5055  3.5425
H  2.0975  8.1297  3.5966
H  1.4532  10.2285  1.5633
H  0.5047  9.9569  2.9165
H  -1.0158  8.3757  3.2599
H  0.1915  6.9580  2.9342
H  -1.2874  7.1666  2.0774
C  7.2904  2.3505  -8.1679
O  6.3361  1.7022  -7.2760
C  5.8024  2.5749  -6.3005
C  5.3697  1.8970  -5.0923
N  4.0333  2.1845  -4.7510
C  3.0452  1.9548  -5.8569
C  1.5737  2.0561  -5.4878
O  1.1307  0.9421  -4.8290
C  -0.2597  0.7163  -4.8774
H  6.9187  3.2484  -8.6617
H  7.4869  1.6302  -8.9621
H  8.1775  2.7154  -7.6501
H  5.0395  3.1672  -6.8058
H  6.5786  3.2471  -5.9347
H  6.0525  2.0171  -4.2512
H  5.2787  0.8469  -5.3697
H  3.7607  1.3943  -4.1841
H  3.1820  1.0204  -6.4013
H  3.0971  2.7995  -6.5438
H  0.9638  2.3376  -6.3462
H  1.4477  2.9223  -4.8383
H  -0.8846  1.5902  -5.0619
H  -0.6602  0.3722  -3.9238
H  -0.5518  -0.0358  -5.6103

Below is a structure of composition C59H156F3N13O16Pd in a non-equilibrium geometry, with properties calculated with wB97M-V/def2-TZVPD.

Calculated values
* 2S+1: 3
* expectation value of S²: 2.00
* total charge: 0

Cartesian coordinates (Å):
Pd  -2.5918  -0.4743  -3.3092
C  -1.1551  0.7775  -0.1813
O  -0.3025  -0.3121  0.1021
O  -1.6198  0.4417  -1.4712
C  -2.1531  1.0049  0.9825
F  -2.7254  -0.0564  1.4766
F  -1.5690  1.5045  2.0823
F  -3.0969  1.9161  0.6500
C  0.6576  -0.2001  1.1206
C  1.9302  -0.9632  0.7165
H  2.7598  -0.6181  1.3336
H  1.7628  -2.0397  0.7527
H  2.1736  -0.8477  -0.3397
H  0.2457  -0.6136  2.0412
H  1.0411  0.7733  1.4262
H  -0.5174  1.6614  -0.1662
C  -3.2735  3.3420  -3.2931
C  -4.1539  2.3296  -4.0691
C  -5.0450  2.9989  -5.1067
O  -3.5383  1.2018  -4.5240
H  -2.7700  2.9056  -2.4304
H  -3.8402  4.1843  -2.8962
H  -2.4425  3.6240  -3.9397
H  -4.8253  2.0096  -3.2722
H  -4.3951  3.6019  -5.7408
H  -5.7553  3.6509  -4.5983
H  -5.5942  2.3355  -5.7748
C  -8.0413  3.1700  5.9086
C  -7.5413  4.1990  4.8805
C  -6.8371  3.5936  3.6378
O  -5.5035  3.1815  3.9206
C  -4.8233  2.7231  2.7897
N  -8.6610  5.0278  4.5674
H  -8.5499  3.6759  6.7293
H  -7.2466  2.5939  6.3826
H  -8.8210  2.5110  5.5264
H  -6.8828  4.9068  5.3841
H  -6.8836  4.3516  2.8559
H  -7.3888  2.7471  3.2288
H  -5.3348  1.8642  2.3553
H  -3.8491  2.3723  3.1302
H  -4.6091  3.3994  1.9621
H  -9.0183  5.3350  5.4607
H  -8.4592  5.8771  4.0594
C  5.1536  -3.7863  1.4555
C  5.1220  -4.1728  -0.0204
C  5.6445  -5.6848  -0.2208
O  5.8207  -6.0231  -1.6047
C  6.1192  -7.4477  -1.7738
N  3.9005  -3.7800  -0.6423
H  4.6310  -4.5771  1.9937
H  4.5509  -2.8820  1.5401
H  6.1509  -3.7737  1.8953
H  5.9589  -3.5963  -0.4146
H  4.9711  -6.4506  0.1640
H  6.6115  -5.7254  0.2805
H  7.0780  -7.7639  -1.3630
H  6.1074  -7.8108  -2.8015
H  5.4222  -8.0073  -1.1499
H  3.1335  -4.2589  -0.1924
H  3.8137  -4.1414  -1.5814
C  1.9049  -4.8958  2.6790
C  2.2458  -6.0527  1.7401
C  1.5800  -7.4148  2.1340
O  1.7838  -7.7823  3.4834
C  3.1654  -8.0775  3.7722
N  1.8918  -5.6860  0.3713
H  0.8912  -4.5443  2.4864
H  2.5690  -4.0571  2.4702
H  2.0566  -5.1513  3.7277
H  3.3334  -6.1251  1.7473
H  1.8315  -8.2011  1.4223
H  0.5302  -7.1935  1.9414
H  3.7044  -8.6659  3.0296
H  3.1036  -8.7354  4.6390
H  3.7604  -7.1975  4.0162
H  0.9244  -5.4032  0.3069
H  2.0595  -6.5176  -0.1768
C  0.7034  3.7783  1.3302
C  1.1871  5.1544  1.6431
C  2.6142  5.1663  2.2902
O  2.5040  4.4129  3.4540
C  3.6348  4.4526  4.3669
N  1.2142  5.8800  0.4004
H  1.3229  3.2429  0.6107
H  -0.2357  3.9354  0.7997
H  0.5780  3.1132  2.1846
H  0.5573  5.5882  2.4198
H  2.8887  6.1721  2.6082
H  3.4313  4.8168  1.6591
H  4.1209  5.4268  4.4191
H  4.4320  3.8054  4.0014
H  3.3682  3.9734  5.3089
H  1.2881  6.8305  0.7338
H  0.3004  5.9164  -0.0281
C  -5.1497  0.1052  -0.6438
C  -4.5573  -1.2962  -0.9531
C  -5.3854  -2.3491  -0.3127
O  -4.8128  -3.6466  -0.5545
C  -5.3469  -4.7576  0.1574
N  -4.4512  -1.4105  -2.3849
H  -5.0823  0.3951  0.4048
H  -6.2051  0.2302  -0.8860
H  -4.7254  0.8886  -1.2718
H  -3.5218  -1.2689  -0.6138
H  -6.4193  -2.2546  -0.6448
H  -5.4602  -2.1839  0.7621
H  -6.3518  -4.8323  -0.2582
H  -5.3221  -4.4202  1.1935
H  -4.7748  -5.6723  0.0020
H  -4.3569  -2.4156  -2.4170
H  -5.3837  -1.3383  -2.7661
C  2.7464  -2.1855  4.5698
C  3.5370  -0.9582  5.0852
C  2.7583  0.3738  4.8431
O  1.5033  0.3663  5.5489
C  0.5213  1.3050  5.1446
N  3.9564  -1.0920  6.4975
H  2.5236  -2.0314  3.5140
H  1.8648  -2.4271  5.1635
H  3.4124  -3.0473  4.6149
H  4.4068  -0.8518  4.4369
H  2.5987  0.5168  3.7744
H  3.3433  1.2372  5.1600
H  0.1458  1.1412  4.1345
H  1.0717  2.2455  5.1670
H  -0.3350  1.2362  5.8155
H  3.1459  -0.9145  7.0734
H  4.5568  -0.3253  6.7654
C  -2.0192  -2.7140  -7.1104
C  -1.9037  -1.9853  -5.8329
C  -1.0710  -0.6788  -6.0300
O  -0.8589  -0.1781  -4.7312
C  0.0010  0.9056  -4.7257
N  -3.2054  -1.6689  -5.3321
H  -1.0228  -2.8902  -7.5156
H  -2.4707  -2.0832  -7.8761
H  -2.5313  -3.6522  -6.8969
H  -1.4681  -2.6570  -5.0931
H  -1.6771  0.0320  -6.5916
H  -0.1781  -0.9000  -6.6148
H  -0.1262  1.3627  -3.7443
H  -0.2789  1.6378  -5.4831
H  1.0543  0.6581  -4.8575
H  -3.7112  -1.1570  -6.0408
H  -3.7474  -2.4996  -5.5227
C  -1.0277  8.7109  -3.3952
C  -0.8664  8.1931  -1.9691
C  -1.7047  6.9000  -1.7921
O  -1.4827  6.2676  -0.5525
C  -2.5196  5.3474  -0.2600
N  0.5059  7.8130  -1.9014
H  -2.0386  9.0675  -3.5925
H  -0.8117  8.0039  -4.1962
H  -0.4107  9.5955  -3.5527
H  -1.2496  9.0051  -1.3511
H  -1.6015  6.0886  -2.5126
H  -2.7293  7.2710  -1.7644
H  -2.8512  4.6330  -1.0135
H  -3.4166  5.9451  -0.0983
H  -2.3807  4.7345  0.6306
H  0.6632  7.2506  -2.7255
H  0.6490  7.1506  -1.1525
C  2.5129  2.2125  -2.7779
C  2.8090  3.5181  -2.0078
C  3.8323  4.4646  -2.6975
O  5.1468  3.8227  -2.7294
C  6.0131  4.6862  -3.3885
N  1.4659  4.1942  -2.0213
H  2.2687  2.5925  -3.7700
H  1.6793  1.6075  -2.4215
H  3.3683  1.5877  -3.0348
H  3.2400  3.3993  -1.0137
H  3.8342  5.3859  -2.1151
H  3.4337  4.8253  -3.6457
H  6.1537  5.5757  -2.7744
H  5.7376  4.9211  -4.4165
H  6.9871  4.1981  -3.4234
H  1.3688  4.7747  -1.2006
H  0.6906  3.5633  -1.8764
C  2.7295  -2.1121  -3.6510
C  1.8075  -2.7217  -4.7377
C  2.6025  -3.2898  -5.9210
O  1.6756  -3.6767  -7.0100
C  2.3337  -4.4111  -8.0220
N  0.9897  -3.7182  -4.0339
H  3.3935  -1.3266  -4.0118
H  3.4304  -2.8806  -3.3250
H  2.1976  -1.8359  -2.7405
H  1.1145  -2.0192  -5.2009
H  3.1534  -4.1447  -5.5291
H  3.3053  -2.5184  -6.2361
H  1.6985  -4.5325  -8.8994
H  2.6608  -5.3769  -7.6370
H  3.2012  -3.8275  -8.3302
H  0.6159  -4.3311  -4.7443
H  1.5807  -4.3689  -3.5366
C  7.6340  -0.0545  -1.2710
C  6.1672  -0.4956  -1.0538
C  5.2034  0.6764  -0.6726
O  5.7191  1.3853  0.4900
C  5.0881  2.5650  0.7543
N  5.7384  -1.1044  -2.2612
H  8.3018  -0.8818  -1.0307
H  7.9405  0.7587  -0.6131
H  7.8046  0.3424  -2.2717
H  6.1007  -1.3462  -0.3755
H  4.1684  0.3541  -0.5580
H  5.1889  1.3947  -1.4923
H  5.2669  3.3106  -0.0204
H  5.5627  3.0422  1.6117
H  4.0314  2.4330  0.9869
H  4.8769  -1.5979  -2.0755
H  6.3610  -1.8952  -2.3455
C  -4.9883  -0.3828  8.5169
C  -4.3225  0.8627  7.8910
C  -4.2743  0.8373  6.3573
O  -3.3433  -0.1700  5.9235
C  -3.1889  -0.3271  4.5266
N  -5.0277  2.0537  8.4361
H  -4.8223  -0.3978  9.5941
H  -4.5878  -1.3104  8.1081
H  -6.0614  -0.4299  8.3319
H  -3.2861  0.9637  8.2132
H  -3.9068  1.8234  6.0732
H  -5.2568  0.8015  5.8867
H  -4.0672  -0.6562  3.9714
H  -2.4000  -1.0318  4.2639
H  -2.8426  0.5953  4.0604
H  -5.1948  1.9207  9.4232
H  -5.9021  2.1509  7.9401
C  -2.3867  -4.2237  -2.6486
C  -1.6548  -3.2080  -1.7560
C  -0.4712  -3.6780  -0.8731
O  -0.8005  -4.7121  0.0025
C  -1.7257  -4.3796  1.0349
N  -1.1324  -2.0744  -2.5270
H  -3.3047  -3.8350  -3.0896
H  -2.6046  -5.1029  -2.0423
H  -1.7622  -4.4862  -3.5025
H  -2.3597  -2.7439  -1.0662
H  0.0422  -2.8909  -0.3208
H  0.3096  -3.9983  -1.5628
H  -1.6793  -3.3159  1.2684
H  -1.5210  -4.9571  1.9364
H  -2.7872  -4.5194  0.8305
H  -0.3772  -2.4444  -3.0863
H  -0.6522  -1.4794  -1.8671

Which relative energy (zero: lowest compared OMol25 entry of this formula, charge and spin) belongs to each record? In order, 36.8; 0.0 kcal per mole.